A structure of composition C23H26MgN5O6PS3, computed with the ωB97M-V functional and the def2-TZVPD basis.

Structure (XYZ):
```
65
Properties=species:S:1:pos:R:3:forces:R:3
Mg -0.211405 1.693896 -0.464109 -0.073 -0.041 0.210
N 2.862336 3.485040 3.137538 -0.017 -0.005 0.000
C 1.568869 3.172377 2.675534 0.048 0.029 0.004
S 0.390705 4.436774 2.795368 -0.021 0.012 0.055
N 1.442728 1.954301 2.260580 -0.009 -0.038 0.008
N 0.196884 1.590414 1.742164 -0.004 0.004 -0.082
C -0.512545 0.854541 2.506593 0.020 0.003 -0.001
C -1.811448 0.288701 2.175046 -0.018 0.003 -0.014
C -2.359751 -0.637190 3.068646 0.020 -0.003 -0.013
C -3.611731 -1.190406 2.882877 -0.013 0.002 0.004
C -4.358465 -0.774833 1.772738 -0.002 0.003 0.003
C -3.853615 0.136184 0.876673 0.001 0.010 0.008
C -2.548053 0.687326 1.015593 0.026 -0.032 0.010
O -2.083275 1.488597 0.131812 -0.001 0.043 -0.071
H 3.039005 4.473995 3.055963 0.002 0.001 -0.003
H 3.565553 2.912995 2.689093 -0.004 -0.003 -0.005
H -0.120060 0.618601 3.499947 0.004 0.008 0.003
H -1.767020 -0.921137 3.933931 0.002 0.001 0.000
H -4.009608 -1.913360 3.584134 0.000 0.001 0.001
H -5.349331 -1.187226 1.607413 0.000 -0.001 0.002
H -4.416719 0.438201 0.001943 0.002 0.000 -0.003
C 4.080276 2.119046 -2.204813 -0.013 0.024 -0.011
O 3.505544 3.208750 -1.469322 0.009 -0.001 -0.015
C 2.298109 2.925495 -0.976550 -0.020 0.021 0.061
O 1.891913 1.789789 -0.806321 0.011 -0.012 -0.031
N 1.624656 4.043206 -0.591032 0.000 -0.009 -0.027
N 0.236165 3.857935 -0.428965 0.029 -0.032 -0.073
H 5.005435 2.508684 -2.622108 -0.001 0.000 0.002
H 3.392514 1.823551 -2.998255 0.002 -0.014 0.000
H 4.283425 1.278174 -1.542609 -0.005 -0.005 -0.005
H 1.897195 4.871347 -1.097988 -0.004 0.000 -0.005
H -0.234916 4.232960 -1.252665 0.007 -0.027 -0.033
H -0.045069 4.281891 0.459940 0.004 -0.006 0.019
C 1.562598 -1.243725 -1.932137 -0.013 -0.031 0.064
P 0.273149 -1.006130 -0.653535 0.084 -0.028 -0.019
C -1.159418 -1.890894 -1.347652 -0.019 0.005 -0.022
C -1.380125 -1.886774 -2.725393 -0.004 -0.006 0.010
C -2.532758 -2.457964 -3.246561 0.005 0.001 -0.007
C -3.476318 -3.030216 -2.404819 -0.005 -0.001 0.002
C -3.276369 -3.008723 -1.030941 0.008 -0.013 -0.007
C -2.130459 -2.432252 -0.504962 0.023 0.002 -0.004
C 0.904098 -2.145408 0.644184 0.016 0.039 0.012
C 1.658579 -1.561858 1.664326 -0.013 -0.013 0.002
C 2.217586 -2.345953 2.665335 0.007 -0.018 0.005
C 2.025399 -3.720469 2.665870 0.005 0.016 0.003
C 1.279855 -4.309920 1.653037 -0.011 -0.003 -0.019
C 0.727755 -3.527623 0.648216 -0.007 -0.013 0.010
H 1.333819 -0.619408 -2.798934 -0.006 0.009 -0.002
H 1.646952 -2.295180 -2.215843 0.010 0.002 -0.023
H 2.504845 -0.901846 -1.500839 -0.003 0.002 0.000
H -0.678169 -1.395559 -3.389778 -0.011 -0.004 0.003
H -2.700643 -2.428783 -4.316154 -0.001 0.002 -0.001
H -4.379334 -3.467153 -2.815991 0.001 0.001 -0.002
H -4.025966 -3.413989 -0.361399 0.004 0.003 0.005
H -2.004561 -2.380339 0.571786 0.000 -0.006 0.007
H 1.805568 -0.486033 1.684003 -0.004 0.002 -0.004
H 2.792668 -1.873066 3.452517 0.000 0.000 0.000
H 2.450720 -4.330927 3.454210 0.000 0.001 0.000
H 1.125025 -5.382941 1.645981 0.001 0.000 0.001
H 0.143777 -3.994191 -0.136384 -0.011 0.006 -0.005
O -1.489121 1.911236 -4.452757 0.012 -0.028 -0.006
S -0.210141 1.697562 -3.796577 0.020 -0.029 0.020
O -0.434627 1.246077 -2.371492 -0.119 0.184 -0.002
O 0.621237 0.678915 -4.449489 0.034 -0.004 -0.023
S 0.816054 3.454898 -3.716631 0.014 -0.011 0.000
```
Forces are in eV/Å.

Calculated values
* energy above the lowest of the compared OMol25 structures with the same formula, charge and spin: 0.0 kcal/mol
* E_HOMO: -1.927 eV
* charge: -2
* calculated total energy: -3353.5534 Eh

Partial charges, Mulliken, in e: atom 1 (Mg): 2.040, atom 2 (N): -0.604, atom 3 (C): 0.156, atom 4 (S): -0.609, atom 5 (N): -1.126, atom 6 (N): 0.825, atom 7 (C): -0.556, atom 8 (C): 0.713, atom 9 (C): -0.518, atom 10 (C): -0.857, atom 11 (C): -0.302, atom 12 (C): -0.683, atom 13 (C): 0.684, atom 14 (O): -1.103, atom 15 (H): 0.228, atom 16 (H): 0.279, atom 17 (H): 0.187, atom 18 (H): 0.317, atom 19 (H): 0.347, atom 20 (H): 0.383, atom 21 (H): 0.415, atom 22 (C): -0.599, atom 23 (O): -0.506, atom 24 (C): 0.066, atom 25 (O): -0.390, atom 26 (N): 0.015, atom 27 (N): -0.531, atom 28 (H): 0.239, atom 29 (H): 0.252, atom 30 (H): 0.228, atom 31 (H): 0.319, atom 32 (H): 0.313, atom 33 (H): 0.077, atom 34 (C): -1.408, atom 35 (P): 1.870, atom 36 (C): 0.562, atom 37 (C): -0.808, atom 38 (C): -0.651, atom 39 (C): -0.538, atom 40 (C): -0.716, atom 41 (C): -0.655, atom 42 (C): -0.001, atom 43 (C): -0.396, atom 44 (C): -0.709, atom 45 (C): -0.473, atom 46 (C): -0.663, atom 47 (C): -0.355, atom 48 (H): 0.393, atom 49 (H): 0.483, atom 50 (H): 0.318, atom 51 (H): 0.232, atom 52 (H): 0.427, atom 53 (H): 0.341, atom 54 (H): 0.380, atom 55 (H): 0.521, atom 56 (H): 0.213, atom 57 (H): 0.442, atom 58 (H): 0.355, atom 59 (H): 0.387, atom 60 (H): 0.410, atom 61 (O): -0.704, atom 62 (S): 1.278, atom 63 (O): -0.842, atom 64 (O): -0.747, atom 65 (S): -0.641